(w)
Formula: C5H7N
Source: OMol25
Level of theory: ωB97M-V/def2-TZVPD

Output
SMILES ... N#CCC1CC1
E_LUMO ... 0.92 eV
HOMO-LUMO gap ... 11.535 eV

Last column: Löwdin charge in e.
Element x y z (Å)
N: 1.880 -1.825 -0.440  0.159
C: 1.387 -0.780 -0.377  -0.312
C: 1.101 0.657 -0.403  -0.141
C: -0.340 0.816 0.031  -0.296
C: -0.914 -0.060 1.104  -0.129
C: -1.059 -0.479 -0.358  -0.133
H: 1.262 0.916 -1.461  0.133
H: 1.912 1.100 0.180  0.123
H: -0.773 1.812 -0.099  0.136
H: -1.798 0.305 1.638  0.104
H: -0.260 -0.641 1.745  0.100
H: -0.327 -1.440 -0.809  0.168
H: -2.071 -0.380 -0.751  0.089

=====

(x)
Formula: C5H7N
Source: OMol25
Level of theory: ωB97M-V/def2-TZVPD

Output
SMILES ... C#CCN1CC1
E_LUMO ... 1.15 eV
HOMO-LUMO gap ... 10.496 eV

Last column: Löwdin charge in e.
Element x y z (Å)
C: 2.746 -0.531 -0.163  0.110
C: 1.767 0.159 -0.040  -0.128
C: 0.534 0.954 0.043  -0.231
N: -0.521 0.229 0.749  -0.123
C: -0.974 -0.988 0.102  -0.153
C: -1.827 0.225 0.111  -0.149
H: 3.617 -1.139 -0.271  0.024
H: 0.727 1.890 0.579  0.120
H: 0.238 1.222 -0.988  0.119
H: -1.185 -1.817 0.774  0.103
H: -0.504 -1.266 -0.841  0.107
H: -2.683 0.302 0.778  0.099
H: -1.935 0.760 -0.834  0.101

=====

(y)
Formula: C5H7N
Source: OMol25
Level of theory: ωB97M-V/def2-TZVPD

Output
SMILES ... C=C=NCC=C
E_LUMO ... 1.10 eV
HOMO-LUMO gap ... 9.976 eV

Last column: Löwdin charge in e.
Element x y z (Å)
N: -1.157 0.953 0.688  0.078
C: -1.080 0.994 -0.532  -0.218
C: -1.014 1.064 -1.840  0.004
C: 0.354 -1.035 0.677  -0.192
C: -0.226 0.108 1.463  -0.221
C: 1.519 -0.973 0.042  0.005
H: -0.352 1.781 -2.311  0.052
H: -1.596 0.389 -2.456  0.052
H: -0.274 -1.919 0.574  0.101
H: -0.776 -0.249 2.338  0.105
H: 0.569 0.769 1.828  0.114
H: 2.152 -0.089 0.102  0.065
H: 1.881 -1.793 -0.573  0.056

=====

(z)
Formula: C5H7N
Source: OMol25
Level of theory: ωB97M-V/def2-TZVPD

Output
E_LUMO (alpha / beta) ... 0.74 / -0.27 eV
HOMO-LUMO gap (alpha / beta) ... 10.331 / 7.253 eV

Last column: Löwdin charge in e.
Element x y z (Å)
C: -1.049 -0.617 0.390  -0.169
C: -0.334 -0.760 -0.945  -0.310
C: 0.852 0.146 -0.967  -0.287
C: 0.807 0.952 0.293  -0.185
C: 0.000 0.099 1.149  -0.092
N: 0.972 -1.271 -0.667  0.178
H: -1.161 -1.607 0.838  0.113
H: -2.038 -0.119 0.424  0.118
H: -0.918 -0.994 -1.838  0.136
H: 1.290 0.577 -1.870  0.135
H: 0.021 1.746 0.346  0.133
H: 1.728 1.401 0.671  0.118
H: -0.169 0.448 2.178  0.110

=====

What is the stability order? It is (y), (w), (x), (z), from most stable to least stable.

=====

(w)
Formula: C5H7N
Source: OMol25
Level of theory: ωB97M-V/def2-TZVPD

Output
E_LUMO ... 0.09 eV
HOMO-LUMO gap ... 7.932 eV

Last column: Löwdin charge in e.
Element x y z (Å)
C: 1.036 -0.666 -1.152  -0.029
N: -0.188 -0.130 -0.605  -0.117
C: -0.109 0.380 1.619  0.050
C: -0.802 -0.433 0.662  -0.459
C: -1.691 0.811 0.582  -0.017
C: -0.913 0.998 -0.638  -0.112
H: 0.801 -1.247 -2.043  0.084
H: 1.477 -1.330 -0.401  0.098
H: 1.772 0.107 -1.385  0.088
H: 0.137 -0.021 2.602  0.079
H: 0.499 1.213 1.313  0.073
H: -1.185 -1.424 0.887  0.148
H: -0.835 1.741 -1.439  0.114

=====

(x)
Formula: C5H7N
Source: OMol25
Level of theory: ωB97M-V/def2-TZVPD

Output
SMILES ... C1[C@H]2CN3[C@H]2[C@H]13
E_LUMO ... 1.15 eV
HOMO-LUMO gap ... 10.450 eV

Last column: Löwdin charge in e.
Element x y z (Å)
C: 1.144 -0.538 -0.194  -0.104
C: 0.706 0.332 0.972  -0.212
C: -0.140 1.186 0.118  -0.163
C: -0.110 0.005 -0.917  -0.193
C: -1.248 -0.552 -0.067  -0.155
N: -0.779 0.269 1.086  0.000
H: 1.188 -1.622 -0.024  0.106
H: 2.079 -0.190 -0.643  0.112
H: 1.254 0.594 1.871  0.130
H: -0.398 2.238 0.078  0.130
H: -0.147 0.055 -2.007  0.126
H: -1.330 -1.635 0.092  0.109
H: -2.218 -0.142 -0.366  0.114

=====

What is the stability order? It is (x), (w), from most stable to least stable.

=====

(w)
Formula: C5H7N
Source: OMol25
Level of theory: ωB97M-V/def2-TZVPD

Output
SMILES ... [H]/N=C(\C)CC#C
E_LUMO ... 0.90 eV
HOMO-LUMO gap ... 10.534 eV

Last column: Löwdin charge in e.
Element x y z (Å)
C: 0.083 -0.946 0.798  -0.139
C: 0.717 1.358 -0.236  -0.053
C: 0.692 -0.149 -0.325  -0.452
N: 1.313 -0.768 -1.294  0.117
C: -1.377 -0.745 0.462  -0.138
C: -2.573 -0.681 0.362  0.112
H: 1.906 -0.117 -1.822  0.047
H: 0.344 -0.515 1.768  0.121
H: 0.341 -2.005 0.705  0.116
H: 0.207 1.776 -1.107  0.086
H: 1.755 1.703 -0.226  0.082
H: 0.222 1.707 0.674  0.075
H: -3.630 -0.621 0.240  0.025

=====

(x)
Formula: C5H7N
Source: OMol25
Level of theory: ωB97M-V/def2-TZVPD

Output
E_LUMO (alpha / beta) ... -0.38 / -0.17 eV
HOMO-LUMO gap (alpha / beta) ... 7.095 / 8.958 eV

Last column: Löwdin charge in e.
Element x y z (Å)
C: 0.534 0.015 -1.090  -0.091
C: -0.625 0.883 -0.997  -0.104
C: -1.309 0.677 0.184  -0.096
C: -0.470 0.059 1.114  -0.050
N: 1.168 -1.571 0.930  0.099
C: 0.867 -0.292 0.579  -0.454
H: 1.376 0.379 -1.686  0.101
H: 0.276 -0.996 -1.405  0.105
H: -0.843 1.692 -1.691  0.105
H: -2.287 1.083 0.428  0.104
H: -0.734 -0.179 2.139  0.103
H: 0.389 -2.172 0.644  0.043
H: 1.657 0.422 0.852  0.134

=====

What is the stability order? It is (w), (x), from most stable to least stable.

=====

(w)
Formula: C4H11N2S
Source: OMol25
Level of theory: ωB97M-V/def2-TZVPD

Output
SMILES ... NCNCCC[S-]
E_LUMO ... 4.08 eV
HOMO-LUMO gap ... 6.720 eV
Charge ... -1

Last column: Löwdin charge in e.
Element x y z (Å)
C: 0.588 0.582 -0.469  -0.312
N: 0.249 -0.792 -0.750  -0.115
C: -0.820 -0.895 -1.728  -0.321
N: -2.145 -0.522 -1.124  -0.018
C: 1.493 0.825 0.744  -0.287
C: 0.743 0.631 2.060  -0.709
S: -0.393 -0.815 2.298  0.164
H: -0.305 1.192 -0.242  0.104
H: 1.058 0.988 -1.373  0.102
H: -0.097 -1.262 0.087  -0.036
H: -0.673 -0.362 -2.664  0.088
H: -0.847 -1.967 -1.949  0.090
H: -2.001 -0.381 -0.122  0.004
H: -2.661 -1.394 -1.145  0.035
H: 2.422 0.277 0.557  0.094
H: 1.848 1.854 0.707  0.085
H: 0.131 1.508 2.196  0.020
H: 1.409 0.532 2.915  0.012

=====

(x)
Formula: C4H11N2S
Source: OMol25
Level of theory: ωB97M-V/def2-TZVPD

Output
SMILES ... CNC[C@H](N)C[S-]
E_LUMO ... 3.79 eV
HOMO-LUMO gap ... 6.142 eV
Charge ... -1

Last column: Löwdin charge in e.
Element x y z (Å)
N: -0.998 -0.101 1.330  0.027
C: -0.316 0.859 0.394  -0.510
C: -1.201 2.019 -0.027  -0.755
S: -2.089 1.756 -1.600  0.092
C: 0.389 0.129 -0.718  -0.250
N: 1.569 -0.663 -0.216  -0.127
C: 1.344 -2.086 -0.302  -0.187
H: -1.850 0.290 1.699  0.043
H: -1.109 -0.953 0.793  0.038
H: 0.497 1.269 1.056  0.115
H: -1.782 2.338 0.907  0.062
H: -0.546 2.849 -0.293  0.014
H: 0.717 0.712 -1.566  0.092
H: -0.230 -0.604 -1.194  0.072
H: 1.850 -0.322 0.696  0.082
H: 0.527 -2.526 0.302  0.060
H: 2.237 -2.624 0.030  0.065
H: 0.991 -2.341 -1.291  0.065

=====

(y)
Formula: C4H11N2S
Source: OMol25
Level of theory: ωB97M-V/def2-TZVPD

Output
SMILES ... NCCNCC[S-]
E_LUMO ... 3.37 eV
HOMO-LUMO gap ... 5.656 eV
Charge ... -1

Last column: Löwdin charge in e.
Element x y z (Å)
C: -0.968 0.450 0.263  -0.266
N: 0.430 0.084 0.166  -0.106
C: 1.225 0.923 -0.741  -0.386
C: 2.566 0.309 -1.113  -0.777
S: 3.337 1.272 -2.486  0.024
C: -1.645 -0.412 1.365  -0.304
N: -2.363 -1.572 0.834  -0.030
H: -1.577 0.206 -0.635  0.113
H: -1.056 1.495 0.543  0.106
H: 0.468 -0.877 -0.157  0.093
H: 0.664 1.135 -1.656  0.075
H: 1.322 1.913 -0.279  0.097
H: 3.252 0.250 -0.254  0.035
H: 2.326 -0.696 -1.452  0.022
H: -0.963 -0.395 2.228  0.101
H: -2.520 0.212 1.687  0.096
H: -2.620 -2.213 1.579  0.054
H: -1.878 -2.085 0.108  0.054

=====

What is the stability order? It is (w), (y), (x), from most stable to least stable.

=====

(w)
Formula: C4H11N2S
Source: OMol25
Level of theory: ωB97M-V/def2-TZVPD

Output
SMILES ... C[C@H](C[S-])NCN
E_LUMO ... 3.82 eV
HOMO-LUMO gap ... 6.352 eV
Charge ... -1

Last column: Löwdin charge in e.
Element x y z (Å)
C: 1.002 0.534 -1.789  -0.074
C: 0.870 0.463 -0.250  -0.477
C: 1.254 -0.871 0.425  -0.743
S: 3.094 -1.021 0.697  0.050
N: -0.485 1.122 0.126  -0.067
C: -1.648 0.151 0.214  -0.361
N: -2.014 -0.294 1.567  -0.037
H: 0.718 -0.483 -2.188  0.082
H: 0.324 1.281 -2.183  0.052
H: 2.010 0.787 -2.036  0.046
H: 1.483 1.129 0.239  0.054
H: 0.767 -0.827 1.530  0.060
H: 0.774 -1.658 -0.093  0.008
H: -0.801 1.723 0.963  0.120
H: -1.362 -0.762 -0.348  0.093
H: -2.449 0.558 -0.420  0.087
H: -1.116 -0.559 1.994  0.032
H: -2.422 -1.272 1.550  0.076

=====

(x)
Formula: C4H11N2S
Source: OMol25
Level of theory: ωB97M-V/def2-TZVPD

Output
E_LUMO ... 0.91 eV
HOMO-LUMO gap ... 3.261 eV
Charge ... -1

Last column: Löwdin charge in e.
Element x y z (Å)
C: 1.367 -1.809 -1.325  -0.221
N: 1.732 -0.449 -1.782  -0.076
C: -0.921 0.512 0.177  -0.179
C: -2.040 0.560 0.901  -0.094
S: -4.900 0.912 0.296  -0.231
C: 0.223 1.112 0.913  -0.371
N: 1.472 0.330 1.195  -0.114
H: 0.300 -2.007 -1.442  0.053
H: 1.749 -2.080 -0.351  0.050
H: 1.666 -2.552 -2.070  0.039
H: 0.884 0.093 -1.860  0.010
H: -0.915 0.374 -0.904  0.084
H: -2.100 0.977 1.902  0.066
H: -3.066 0.286 0.546  -0.194
H: 0.324 2.196 0.908  0.101
H: 0.101 0.685 1.956  0.107
H: 1.962 0.902 1.881  -0.040
H: 2.164 -0.043 -0.943  0.009

=====

What is the stability order? It is (w), (x), from most stable to least stable.

=====

(w)
Formula: C4H4N2OS
Source: OMol25
Level of theory: ωB97M-V/def2-TZVPD

Output
SMILES ... S=COC1=NN=CC1
E_LUMO ... -0.40 eV
HOMO-LUMO gap ... 8.961 eV

Last column: Löwdin charge in e.
Element x y z (Å)
C: 2.397 -0.606 0.003  -0.661
C: 0.136 -0.036 0.020  -0.397
C: -2.095 -0.006 0.003  -0.151
C: -0.973 0.960 0.006  -0.066
H: 1.993 -1.610 -0.021  0.064
H: -3.140 0.288 -0.022  0.110
H: -0.847 1.660 -0.837  0.144
H: -0.884 1.629 0.853  0.131
N: -0.250 -1.248 0.022  0.096
N: -1.706 -1.231 -0.018  0.057
O: 1.417 0.372 -0.010  -0.054
S: 3.953 -0.172 0.001  0.726

=====

(x)
Formula: C4H4N2OS
Source: OMol25
Level of theory: ωB97M-V/def2-TZVPD

Output
E_LUMO ... -0.68 eV
HOMO-LUMO gap ... 7.946 eV

Last column: Löwdin charge in e.
Element x y z (Å)
C: -1.761 1.039 0.931  -0.057
C: -0.625 1.185 0.107  -0.224
C: 1.445 -1.625 -0.787  -0.128
C: 0.325 -1.089 -0.023  -0.756
H: -1.914 2.388 1.351  0.158
H: -2.385 0.060 1.246  0.073
H: 0.317 2.597 0.196  0.253
H: 2.088 -2.447 -0.717  0.116
N: 0.067 0.117 -0.481  -0.130
N: 1.825 -0.757 -1.580  0.103
O: 0.891 0.286 -1.653  -0.023
S: -0.272 -1.754 1.411  0.615

=====

What is the stability order? It is (w), (x), from most stable to least stable.